DFT (ωB97M-V/def2-TZVPD) results for an isolated molecule of C3H4N2O.

Properties
Orbital gap ... 11.179 eV
F_max ... 1.092 eV Å⁻¹
2S+1 ... 1
Energy above the lowest of the compared OMol25 structures with the same formula, charge and spin ... 72.00 kJ/mol

Geometry (Å):
O  -1.29  1.42  -0.44
C  -1.46  0.23  -0.36
N  -0.56  -0.60  0.25
C  0.72  -0.05  0.65
C  1.58  0.24  -0.52
N  2.24  0.48  -1.43
H  -2.35  -0.28  -0.76
H  -0.65  -1.60  0.14
H  0.53  0.89  1.16
H  1.24  -0.74  1.32

---

DFT (ωB97M-V/def2-TZVPD) results for an isolated molecule of C3H4N2O.

Properties
Orbital gap ... 9.128 eV
F_max ... 2.502 eV Å⁻¹
2S+1 ... 1
Energy above the lowest of the compared OMol25 structures with the same formula, charge and spin ... 176.97 kJ/mol

Geometry (Å):
O  -1.43  0.15  1.65
C  -0.47  0.22  0.72
N  0.25  1.24  0.39
C  1.07  0.74  -0.65
C  0.82  -0.58  -0.83
N  -0.21  -0.92  0.00
H  -1.45  1.03  2.06
H  0.95  1.05  -1.68
H  1.26  -1.20  -1.59
H  -0.79  -1.73  -0.07

---

DFT (ωB97M-V/def2-TZVPD) results for an isolated molecule of C3H4N2O.

Properties
Orbital gap ... 9.597 eV
F_max ... 0.548 eV Å⁻¹
2S+1 ... 1
Energy above the lowest of the compared OMol25 structures with the same formula, charge and spin ... 341.94 kJ/mol

Geometry (Å):
O  -0.86  1.68  0.13
C  -0.95  -0.74  0.36
C  -0.14  0.53  0.50
C  1.07  0.28  -0.38
N  1.08  -0.91  -0.85
N  -0.16  -1.47  -0.38
H  -1.78  1.48  0.36
H  0.22  0.59  1.54
H  1.89  0.95  -0.57
H  -0.35  -2.40  -0.72

---

DFT (ωB97M-V/def2-TZVPD) results for a cluster of 2 separate species, C3H4N2O in total.

Properties
Orbital gap (spin up / spin down) ... 9.278 / 9.278 eV
F_max ... 0.681 eV Å⁻¹
2S+1 ... 1
Energy above the lowest of the compared OMol25 structures with the same formula, charge and spin ... 623.62 kJ/mol

Geometry (Å):
N  -1.74  -0.28  0.24
C  -0.64  0.34  -0.29
C  -0.02  1.19  -0.93
O  2.15  0.41  -0.91
N  1.86  -0.57  -0.25
C  0.93  -1.12  0.28
H  -1.57  -0.89  1.03
H  -2.50  0.36  0.44
H  0.39  1.99  -1.50
H  0.72  -2.01  0.84

---

DFT (ωB97M-V/def2-TZVPD) results for a cluster of 2 separate species, C3H4N2O in total.

Properties
Orbital gap ... 10.052 eV
F_max ... 0.635 eV Å⁻¹
2S+1 ... 1
Energy above the lowest of the compared OMol25 structures with the same formula, charge and spin ... 322.57 kJ/mol

Geometry (Å):
O  2.06  -0.25  0.26
C  1.22  -1.08  -0.30
C  0.44  -1.85  -0.82
N  -1.99  0.36  0.69
C  -0.99  1.02  0.50
N  0.05  1.69  0.47
H  1.56  0.57  0.49
H  -0.20  -2.55  -1.29
H  -2.17  -0.44  0.09
H  0.04  2.53  -0.09

---

DFT (ωB97M-V/def2-TZVPD) results for an isolated molecule of C3H4N2O.

Properties
Orbital gap ... 9.206 eV
F_max ... 0.602 eV Å⁻¹
2S+1 ... 1
Energy above the lowest of the compared OMol25 structures with the same formula, charge and spin ... 416.83 kJ/mol

Geometry (Å):
O  -1.85  1.11  0.35
C  -0.65  0.73  0.81
C  0.54  0.97  0.26
C  1.40  0.19  -0.38
N  1.04  -1.20  -0.63
N  -0.15  -1.46  -0.41
H  -1.74  1.43  -0.56
H  -0.72  0.27  1.80
H  2.41  0.43  -0.69
H  -0.28  -2.46  -0.54

---

DFT (ωB97M-V/def2-TZVPD) results for an isolated molecule of C3H4N2O.

Properties
Orbital gap ... 9.375 eV
F_max ... 0.526 eV Å⁻¹
2S+1 ... 1
Energy above the lowest of the compared OMol25 structures with the same formula, charge and spin ... 404.22 kJ/mol

Geometry (Å):
O  1.40  1.63  -0.50
C  0.48  0.70  -0.11
C  0.33  0.16  1.12
N  -0.65  -0.91  0.75
N  -1.19  -0.81  -0.61
C  -0.46  0.16  -1.07
H  1.97  1.74  0.28
H  -0.05  -1.74  0.77
H  -1.42  -1.09  1.40
H  -0.59  0.47  -2.10

---

DFT (ωB97M-V/def2-TZVPD) results for an isolated molecule of C3H4N2O2.

Properties
Orbital gap ... 10.029 eV
F_max ... 4.676 eV Å⁻¹
2S+1 ... 1
Energy above the lowest of the compared OMol25 structures with the same formula, charge and spin ... 520.40 kJ/mol

Geometry (Å):
C  -0.09  -0.10  0.43
C  -0.29  -0.03  -0.98
C  0.77  0.92  -1.41
H  -1.84  -2.43  0.99
H  -1.39  0.01  -1.39
H  -0.03  -1.03  -1.41
H  1.07  1.26  -2.38
N  -0.57  -0.88  1.27
N  1.38  1.40  -0.36
O  -1.58  -1.58  0.47
O  0.85  0.82  0.74

---

DFT (ωB97M-V/def2-TZVPD) results for an isolated molecule of C3H4N2O2.

Properties
Orbital gap ... 9.967 eV
F_max ... 4.901 eV Å⁻¹
2S+1 ... 1
Energy above the lowest of the compared OMol25 structures with the same formula, charge and spin ... 412.41 kJ/mol

Geometry (Å):
C  0.37  0.65  0.41
C  -1.08  0.75  -0.08
C  0.59  -0.78  0.07
H  2.10  1.04  -0.22
H  0.37  0.98  1.49
H  -1.93  1.40  0.16
H  -1.09  -2.14  -0.75
N  -1.57  -0.43  -0.13
N  -0.55  -1.30  -0.35
O  1.16  1.24  -0.64
O  1.63  -1.42  0.03

---

DFT (ωB97M-V/def2-TZVPD) results for an isolated molecule of C3H4N2O2.

Properties
Orbital gap ... 8.535 eV
F_max ... 0.396 eV Å⁻¹
2S+1 ... 1
Energy above the lowest of the compared OMol25 structures with the same formula, charge and spin ... 381.50 kJ/mol

Geometry (Å):
O  -2.35  1.06  -0.20
C  -1.33  0.53  0.45
N  -0.14  0.92  -0.07
C  0.83  0.16  -0.37
O  2.09  0.62  -0.51
C  0.73  -1.31  -0.57
N  -0.35  -1.96  -0.73
H  -2.07  1.61  -0.96
H  2.09  1.55  -0.27
H  1.67  -1.86  -0.52
H  -1.16  -1.33  -0.76

---

DFT (ωB97M-V/def2-TZVPD) results for an isolated molecule of C3H4N2O2.

Properties
Orbital gap ... 9.601 eV
F_max ... 0.532 eV Å⁻¹
2S+1 ... 1
Energy above the lowest of the compared OMol25 structures with the same formula, charge and spin ... 329.23 kJ/mol

Geometry (Å):
O  1.87  -1.33  0.55
C  0.83  -0.55  0.26
N  -0.28  -0.86  -0.28
C  -1.03  0.42  -0.23
O  -1.68  0.71  -1.42
C  -0.11  1.54  0.24
N  0.95  0.82  0.59
H  1.64  -2.23  0.28
H  -2.24  -0.05  -1.62
H  -1.73  0.32  0.62
H  1.79  1.20  1.02

---

DFT (ωB97M-V/def2-TZVPD) results for an isolated molecule of C3H4N2O2.

Properties
Orbital gap ... 11.358 eV
F_max ... 0.721 eV Å⁻¹
2S+1 ... 1
Energy above the lowest of the compared OMol25 structures with the same formula, charge and spin ... 363.34 kJ/mol

Geometry (Å):
C  -1.62  -0.38  0.17
N  -0.34  0.22  0.54
N  0.72  0.09  -0.53
C  1.95  -0.44  -0.07
O  2.07  -1.09  0.93
C  0.17  1.30  -0.10
O  0.20  2.49  -0.22
H  -1.80  -0.33  -0.91
H  -1.61  -1.42  0.49
H  -2.40  0.16  0.70
H  2.77  -0.24  -0.79

---

DFT (ωB97M-V/def2-TZVPD) results for an isolated molecule of C3H4N2O2.

Properties
Orbital gap ... 10.283 eV
F_max ... 3.948 eV Å⁻¹
2S+1 ... 1
Energy above the lowest of the compared OMol25 structures with the same formula, charge and spin ... 423.39 kJ/mol

Geometry (Å):
C  0.85  -0.94  0.21
C  0.69  1.33  -0.17
C  -1.61  -0.45  -0.19
H  1.03  -0.84  1.36
H  1.50  -1.78  -0.18
H  1.38  2.28  -0.15
H  -2.54  -0.99  -0.45
N  -0.52  1.67  0.08
N  -1.68  0.82  0.02
O  1.40  0.21  -0.36
O  -0.51  -1.31  -0.17

---

DFT (ωB97M-V/def2-TZVPD) results for a cluster of 2 separate species, C3H4N2O2 in total.

Properties
Orbital gap (spin up / spin down) ... 7.678 / 7.679 eV
F_max ... 3.320 eV Å⁻¹
2S+1 ... 1
Energy above the lowest of the compared OMol25 structures with the same formula, charge and spin ... 624.06 kJ/mol

Geometry (Å):
C  3.83  0.42  -0.29
C  2.89  -0.31  -0.06
C  0.22  0.38  0.01
N  -2.05  -0.12  -0.19
N  -0.73  -0.51  0.00
O  0.50  1.51  0.23
O  1.85  -0.98  0.13
H  4.46  1.25  -0.11
H  -2.08  0.34  -1.12
H  -2.21  0.76  0.31
H  -0.50  -1.59  0.03

---

DFT (ωB97M-V/def2-TZVPD) results for an isolated molecule of C3H4N2O2.

Properties
Orbital gap ... 9.127 eV
F_max ... 8.088 eV Å⁻¹
2S+1 ... 1
Energy above the lowest of the compared OMol25 structures with the same formula, charge and spin ... 312.44 kJ/mol

Geometry (Å):
C  -0.21  -0.12  0.45
C  1.42  -0.40  -1.28
C  -1.39  0.79  0.84
H  -0.58  -1.42  1.81
H  0.02  1.08  -1.35
H  1.97  -0.99  -0.60
H  -1.47  1.92  0.50
N  0.20  -1.19  1.09
N  0.22  0.28  -0.89
O  1.84  -0.24  -2.39
O  -2.01  0.29  1.82

---

DFT (ωB97M-V/def2-TZVPD) results for an isolated molecule of C3H4N2O2.

Properties
Orbital gap ... 8.704 eV
F_max ... 5.474 eV Å⁻¹
2S+1 ... 1
Energy above the lowest of the compared OMol25 structures with the same formula, charge and spin ... 491.21 kJ/mol

Geometry (Å):
C  1.48  0.67  0.12
C  -1.11  -0.03  0.14
C  0.07  -0.95  0.28
N  0.64  1.57  -0.09
N  -0.69  1.26  -0.27
O  -2.23  -0.36  0.42
O  0.29  -2.03  -0.48
H  2.54  0.76  0.43
H  0.37  -1.02  1.41
H  -1.27  2.04  -0.58
H  -0.08  -1.90  -1.40

---

DFT (ωB97M-V/def2-TZVPD) results for a cluster of 2 separate species, C3H4N2O2 in total.

Properties
Orbital gap (spin up / spin down) ... 8.518 / 8.533 eV
F_max ... 5.934 eV Å⁻¹
2S+1 ... 1
Energy above the lowest of the compared OMol25 structures with the same formula, charge and spin ... 468.60 kJ/mol

Geometry (Å):
C  0.35  -0.80  -0.21
C  -1.52  0.11  -0.13
C  -1.07  -1.37  -0.02
N  -0.20  0.44  -0.29
N  1.07  2.11  -0.23
O  1.46  -1.22  -0.26
O  -2.54  0.69  -0.08
H  -1.42  -2.04  -0.80
H  -1.22  -1.78  0.98
H  1.87  1.56  -0.53
H  1.07  2.19  0.78

---

DFT (ωB97M-V/def2-TZVPD) results for a structure of composition C3H4N2O2P.

Properties
Charge ... -1
Orbital gap ... 6.971 eV
F_max ... 5.011 eV Å⁻¹
2S+1 ... 1
Energy above the lowest of the compared OMol25 structures with the same formula, charge and spin ... 165.51 kJ/mol

Geometry (Å):
C  1.92  0.49  0.19
C  2.13  0.13  -1.02
C  -0.51  -0.04  0.86
N  0.86  0.14  1.15
N  -0.82  -0.40  -0.36
O  2.46  -0.03  -2.16
O  -1.20  0.01  1.89
P  -2.40  -0.25  -0.69
H  2.20  1.54  0.49
H  0.94  0.56  2.12
H  -3.12  -1.60  -0.52
H  -2.45  -0.54  -1.95

---

DFT (ωB97M-V/def2-TZVPD) results for a cluster of 2 separate species, C3H4N2O2S in total.

Properties
Orbital gap ... 9.457 eV
F_max ... 1.794 eV Å⁻¹
2S+1 ... 1
Energy above the lowest of the compared OMol25 structures with the same formula, charge and spin ... 354.53 kJ/mol

Geometry (Å):
C  -2.12  -1.11  0.46
C  -1.63  1.00  0.31
C  -0.74  0.53  -0.60
N  -2.40  0.06  0.90
N  2.40  -0.22  -0.06
O  3.75  0.06  -0.30
O  2.17  -0.49  1.07
S  -0.87  -1.18  -0.73
H  -2.61  -2.00  0.80
H  3.84  0.25  -1.24
H  -1.76  2.03  0.58
H  -0.03  1.07  -1.20

---

DFT (ωB97M-V/def2-TZVPD) results for an isolated molecule of C3H4N2O2S.

Properties
Orbital gap ... 9.577 eV
F_max ... 3.731 eV Å⁻¹
2S+1 ... 1
Energy above the lowest of the compared OMol25 structures with the same formula, charge and spin ... 230.71 kJ/mol

Geometry (Å):
C  1.86  2.07  0.09
C  0.48  -0.54  -0.12
C  -0.16  0.89  -0.24
N  1.76  -0.52  -0.78
N  0.75  1.81  0.42
O  2.89  2.52  -0.09
O  3.22  -1.33  0.99
S  3.17  -0.87  -0.35
H  0.50  -0.82  0.91
H  -0.37  -1.14  -0.77
H  -0.38  1.25  -1.30
H  -1.17  0.82  0.38